# 1
# C7H19AgFO9

C7H19AgFO9 as an isolated structure in a non-equilibrium geometry (ωB97M-V/def2-TZVPD, the Open Molecules 2025 dataset).

Computed properties:
Relative energy (zero: lowest compared OMol25 entry of this formula, charge and spin) ... 16.3 kcal per mole
E_HOMO ... -4.044 eV
Net charge ... -1
HOMO-LUMO gap ... 6.55 eV
E_tot ... -32710.1007 eV

Geometry (Å):
1 Ag 0.65558 1.24984 0.45452
2 F 1.78866 0.86412 -1.65882
3 O 3.59727 -0.16726 3.33768
4 C 3.49674 -0.30250 1.95935
5 O 4.53309 -0.65692 1.36561
6 O 2.36256 -0.08962 1.46831
7 H 4.51970 -0.39802 3.50633
8 C 0.06700 -3.05147 -1.10585
9 C 1.21357 -4.05765 -0.90349
10 O 2.44653 -3.66476 -1.44801
11 O 0.33022 -1.84668 -0.45858
12 H -0.85063 -3.53602 -0.73477
13 H -0.02870 -2.90066 -2.19228
14 H 0.94581 -4.96966 -1.45619
15 H 1.25841 -4.28238 0.15996
16 H 2.41210 -3.61663 -2.40365
17 H -0.39943 -1.23114 -0.58334
18 C -2.63842 0.40456 -1.18969
19 C -3.06219 -1.01637 -1.49998
20 O -2.72378 -1.40647 -2.83092
21 O -1.22488 0.51394 -1.15328
22 H -3.09887 0.68175 -0.23992
23 H -3.08222 1.09250 -1.91579
24 H -4.14703 -1.17365 -1.38851
25 H -2.60108 -1.74798 -0.82360
26 H -2.62083 -2.35864 -2.84838
27 H -0.94441 0.66404 -2.06771
28 C 0.17935 4.23232 1.52103
29 C -1.04350 3.40439 1.81644
30 O -0.69847 2.16492 2.41530
31 O 0.89329 3.64828 0.42632
32 H 0.76801 4.23727 2.44912
33 H -0.07022 5.27381 1.29897
34 H -1.71361 3.25272 0.97259
35 H -1.60972 4.01537 2.54073
36 H -0.21509 2.37536 3.22241
37 H 1.30521 4.39933 -0.01196



# 2
# C7H19BrCl2HfN3O16

C7H19BrCl2HfN3O16 as an isolated structure in a non-equilibrium geometry (ωB97M-V/def2-TZVPD, the Open Molecules 2025 dataset).

Computed properties:
2S+1 ... 2
Relative energy (zero: lowest compared OMol25 entry of this formula, charge and spin) ... 1.6 kcal per mole
E_HOMO (alpha / beta) ... -9.360 / -9.361 eV
Net charge ... 0
HOMO-LUMO gap (alpha / beta) ... 7.19 / 4.60 eV
E_tot ... -141164.9065 eV

Geometry (Å):
1 Hf 11.44943 14.77766 -27.39388
2 Cl 9.81366 18.54373 -27.44156
3 O 10.81792 19.43307 -26.89742
4 O 9.40191 18.98198 -28.72514
5 O 10.40206 17.17731 -27.55986
6 O 8.69363 18.51493 -26.53804
7 Cl 12.14136 11.66320 -25.32331
8 O 12.94258 11.22356 -24.22933
9 O 10.77290 11.69313 -25.06147
10 O 12.48018 12.98649 -25.76415
11 O 12.32776 10.80592 -26.43282
12 C 12.37848 14.60956 -31.97004
13 C 11.77035 15.62811 -30.98632
14 O 11.47899 15.01382 -29.76703
15 H 11.61694 13.84708 -32.13364
16 H 13.38580 14.29561 -31.69646
17 H 12.53826 15.06357 -32.94803
18 H 10.88836 16.11859 -31.39816
19 H 12.52188 16.40696 -30.85713
20 C 7.79170 14.58573 -24.22565
21 C 8.14532 14.55280 -25.65357
22 O 9.46987 14.55365 -26.09056
23 H 6.70468 14.53649 -24.16201
24 H 8.14723 15.47503 -23.70522
25 H 8.06377 13.77839 -23.54574
26 H 7.64804 15.34123 -26.21855
27 H 7.69890 13.60153 -25.94320
28 Br 13.91235 16.10882 -27.34401
29 C 13.67276 11.28496 -29.88855
30 N 14.02900 12.33086 -28.83234
31 O 13.05606 13.03741 -28.46688
32 O 15.15798 12.54703 -28.36455
33 H 13.14158 11.78413 -30.69897
34 H 13.08552 10.41084 -29.60717
35 H 14.65326 11.03443 -30.29344
36 C 8.38937 11.47955 -28.60233
37 N 9.77778 11.92532 -28.96685
38 O 10.23052 12.82925 -28.30523
39 O 10.53110 11.25419 -29.69143
40 H 7.82783 11.28392 -29.51584
41 H 7.96032 12.16116 -27.86787
42 H 8.53503 10.48170 -28.18860
43 C 10.89952 16.27842 -22.85080
44 N 11.61916 16.71466 -24.07042
45 O 12.13424 17.82333 -24.08289
46 O 11.71743 15.90316 -25.00916
47 H 10.20304 15.46508 -23.05454
48 H 10.46683 17.16375 -22.38488
49 H 11.66495 15.90385 -22.17116



# 3
# C7H19ClNO3P2

A 2-piece molecular cluster, C7H19ClNO3P2 overall in a non-equilibrium geometry (ωB97M-V/def2-TZVPD, the Open Molecules 2025 dataset).

Computed properties:
E_HOMO ... -10.698 eV
Net charge ... +1
HOMO-LUMO gap ... 7.29 eV
E_tot ... -46292.6912 eV

Geometry (Å):
1 C 0.03007 -1.21376 1.23138
2 P 1.14275 -2.53809 1.84806
3 O 1.86171 -1.78266 3.15323
4 P 2.68317 -2.75941 0.34509
5 C 3.15740 -4.55407 0.60127
6 C 4.60860 -4.90449 0.35295
7 O 4.94948 -6.03084 0.16995
8 Cl 5.83663 -3.61188 0.32232
9 H -0.85213 -1.65777 0.80535
10 H 0.48629 -0.51093 0.54476
11 H -0.30231 -0.67545 2.10756
12 H 1.75167 -2.38409 3.88940
13 H 3.80362 -2.00004 0.72046
14 H 2.58818 -5.13897 -0.09267
15 H 2.92447 -4.82397 1.62003
16 C -1.86802 3.89115 -1.86850
17 C -0.93211 2.84750 -1.27987
18 C -1.47623 1.42080 -1.31428
19 O -2.46072 1.26645 -0.30814
20 C -3.81717 1.28028 -0.77933
21 N -0.72451 3.15956 0.18040
22 H -2.77522 4.00653 -1.27372
23 H -1.38124 4.86652 -1.92204
24 H -2.15575 3.60947 -2.87842
25 H 0.04026 2.90383 -1.76757
26 H -0.66597 0.72837 -1.06813
27 H -1.84394 1.15514 -2.30411
28 H -3.89632 0.85508 -1.77906
29 H -4.21695 2.29584 -0.77601
30 H -4.40703 0.67789 -0.09363
31 H -0.58867 4.15323 0.36322
32 H 0.06444 2.64136 0.57266
33 H -1.56446 2.82742 0.67741



# 4
# C7H19N3

An isolated ion of composition C7H19N3 and charge +2 in a non-equilibrium geometry (ωB97M-V/def2-TZVPD, the Open Molecules 2025 dataset).

Computed properties:
Relative energy (zero: lowest compared OMol25 entry of this formula, charge and spin) ... 109.8 kcal per mole
E_HOMO (alpha / beta) ... -18.260 / -18.236 eV
Net charge ... +2
HOMO-LUMO gap (alpha / beta) ... 7.42 / 7.78 eV
E_tot ... -12015.7817 eV

Geometry (Å):
1 C -0.68799 -0.79530 -0.76673
2 C 0.28938 1.51022 -1.06900
3 C 1.63930 2.17627 -1.53752
4 C 1.42300 -2.77935 0.21858
5 C -0.89612 2.97060 0.56790
6 C -1.87063 -1.69623 1.25593
7 C 0.48315 -1.99935 1.10930
8 N 0.42823 0.07561 -1.06632
9 N -0.02053 1.89062 0.33680
10 N -0.72224 -1.31800 0.55362
11 H -1.71604 -0.19914 -0.90816
12 H -0.79150 -1.67596 -1.52767
13 H -0.50024 1.83704 -1.61955
14 H 2.22901 2.34440 -0.63714
15 H 1.35540 3.17300 -1.92878
16 H 2.11861 1.58586 -2.29681
17 H 1.18663 -3.94257 0.20553
18 H 1.41896 -2.31567 -0.76521
19 H 2.40915 -2.80222 0.55948
20 H -0.75202 3.50530 1.62518
21 H -0.79378 3.68488 -0.25920
22 H -1.97477 2.60207 0.78055
23 H -2.63631 -1.01197 1.02684
24 H -2.39865 -2.67235 1.01860
25 H -1.50494 -1.61512 2.26066
26 H 1.01704 -1.15831 1.47722
27 H 0.12412 -2.59925 2.07551
28 H 0.95245 -0.26725 -1.93572
29 H 0.19133 1.49216 1.24610



# 5
# C7H19NO3

A 4-piece molecular cluster, C7H19NO3 overall in a non-equilibrium geometry (ωB97M-V/def2-TZVPD, the Open Molecules 2025 dataset).

Computed properties:
2S+1 ... 2
Relative energy (zero: lowest compared OMol25 entry of this formula, charge and spin) ... 26.4 kcal per mole
E_HOMO (alpha / beta) ... -13.339 / -13.321 eV
Net charge ... +1
HOMO-LUMO gap (alpha / beta) ... 10.02 / 6.28 eV
E_tot ... -15189.6328 eV

Geometry (Å):
1 C 0.26823 -2.75334 -0.61585
2 C 0.86595 -1.45813 -1.10396
3 C 0.15073 -0.60268 -1.87289
4 N -1.08304 -0.80908 -2.36446
5 C 2.18699 -1.02185 -0.48601
6 C 2.12926 0.23375 0.44494
7 C 2.28407 0.01050 1.78414
8 C 2.32388 1.20565 2.72611
9 H -0.05173 -3.29600 -1.51713
10 H -0.59905 -2.53388 -0.06777
11 H 0.97192 -3.31748 -0.03187
12 H 0.58734 0.46254 -1.88478
13 H -1.57827 -1.63156 -2.48581
14 H -1.63101 -0.03084 -2.88412
15 H 2.42988 -1.87351 0.19347
16 H 3.08749 -0.86598 -1.10444
17 H 1.99869 1.22034 -0.05563
18 H 2.47700 -0.94158 2.30285
19 H 2.81183 1.03067 3.74126
20 H 1.23125 1.67669 2.70584
21 H 2.87232 1.94666 2.50148
22 H -2.83333 1.49326 1.40506
23 H -3.81486 0.66481 0.57098
24 O -3.62457 1.56680 0.85530
25 H -1.31471 -0.23464 0.23328
26 H -0.40141 0.11661 1.41624
27 O -1.34523 0.11445 1.22639
28 H -1.86145 2.09375 -0.23729
29 H -2.84724 2.53422 -1.34632
30 O -1.93121 2.50201 -1.10206



# 6
# C7H19NO3P2

C7H19NO3P2 as an isolated structure in a non-equilibrium geometry (ωB97M-V/def2-TZVPD, the Open Molecules 2025 dataset).

Computed properties:
E_HOMO ... -8.646 eV
Net charge ... 0
HOMO-LUMO gap ... 9.18 eV
E_tot ... -33772.1786 eV

Geometry (Å):
1 C -2.82099 -2.46285 -0.83859
2 C 0.89277 -0.41765 1.29846
3 C 1.36139 0.02222 -1.08094
4 C 2.78970 0.33680 -0.99368
5 C -1.30596 -2.30971 -0.82862
6 C -0.99969 -0.77552 -0.38551
7 C 0.44980 -0.29299 -0.10933
8 N -0.41601 2.25021 1.18369
9 O 3.38729 0.52670 -2.32331
10 O -0.64680 -3.18077 0.10294
11 O -1.84977 -0.40967 0.68567
12 P 0.27998 3.14526 0.04179
13 P -0.08294 2.51634 2.79143
14 H -3.24995 -3.23762 -0.19223
15 H -3.25650 -2.62360 -1.82027
16 H -3.20919 -1.65476 -0.39658
17 H 1.29296 0.43324 1.71804
18 H 1.77187 -1.16173 1.38714
19 H -0.01984 -0.52683 1.84305
20 H 0.98845 0.04441 -2.17576
21 H 1.56622 3.09422 -0.37015
22 H 3.41353 -0.24811 -0.33673
23 H 2.89558 1.36182 -0.65618
24 H -0.78551 -2.55247 -1.86287
25 H -1.26402 -0.25059 -1.25031
26 H 3.42960 -0.31177 -2.79933
27 H -1.02886 -3.15507 1.03195
28 H -1.72689 0.53068 0.95522
29 H 0.30736 4.65192 0.40417
30 H -0.33668 2.79469 -1.06453
31 H -0.38599 1.07484 3.14485
32 H -1.44093 2.78836 2.89652



# 7
# C7H19NO5

A 6-piece molecular cluster, C7H19NO5 overall in a non-equilibrium geometry (ωB97M-V/def2-TZVPD, the Open Molecules 2025 dataset).

Computed properties:
Relative energy (zero: lowest compared OMol25 entry of this formula, charge and spin) ... 0.4 kcal per mole
E_HOMO ... -8.810 eV
Net charge ... 0
HOMO-LUMO gap ... 8.91 eV
Structure (SMILES) ... Cc1ccccc1N.O.O.O.O.O
E_tot ... -19295.1888 eV

Geometry (Å):
1 C -0.73860 -0.36976 -0.75919
2 C 0.30717 0.31489 0.09871
3 C 1.10446 1.28620 -0.50514
4 C 2.18526 1.83657 0.16549
5 C 2.51834 1.37984 1.43718
6 C 1.75763 0.38231 2.02375
7 C 0.68400 -0.18643 1.34878
8 N -0.08810 -1.17862 2.00607
9 H -0.77963 -1.45676 -0.65002
10 H -1.73932 0.02364 -0.54756
11 H -0.51025 -0.12376 -1.79072
12 H 0.84083 1.62642 -1.48847
13 H 2.68575 2.72771 -0.17651
14 H 3.36063 1.82245 1.93583
15 H 1.99235 0.14059 3.05559
16 H -0.97576 -1.32451 1.55182
17 H -0.28757 -0.97616 2.97754
18 O -3.10668 -0.64961 -3.19907
19 H -2.23112 -0.59596 -3.59747
20 H -2.97866 -1.29532 -2.48923
21 O -2.66388 1.87989 1.27647
22 H -1.97180 1.40452 1.75168
23 H -3.36915 1.25144 1.09454
24 O -1.53296 3.16042 -1.07410
25 H -1.87440 2.72693 -0.27102
26 H -1.02311 3.89584 -0.71835
27 O -0.00658 -4.10693 -0.08918
28 H -0.26651 -3.59345 0.67987
29 H 0.71915 -3.62512 -0.51813
30 O 2.04244 -2.49530 -1.29213
31 H 1.54037 -2.10795 -2.01917
32 H 2.29008 -1.76083 -0.71487



# 8
# C7H19NOSi2

One molecule with the formula C7H19NOSi2 in a non-equilibrium geometry (ωB97M-V/def2-TZVPD, the Open Molecules 2025 dataset).

Computed properties:
Relative energy (zero: lowest compared OMol25 entry of this formula, charge and spin) ... 18.8 kcal per mole
E_HOMO ... -9.478 eV
Net charge ... 0
HOMO-LUMO gap ... 10.09 eV
Structure (SMILES) ... C[Si](C)(C)N(C=O)[Si](C)(C)C
E_tot ... -26862.3318 eV

Geometry (Å):
1 C -1.92709 -1.94251 1.22797
2 Si -1.44604 -0.12683 0.72827
3 C -0.86160 1.17345 1.88530
4 C -2.88234 0.60902 -0.19863
5 N -0.31659 -0.35025 -0.58688
6 C -0.70913 -1.09705 -1.65586
7 O -0.09779 -1.19845 -2.71286
8 Si 1.35090 0.23508 -0.52157
9 C 2.05341 -0.08476 1.13866
10 C 1.81964 2.00596 -0.98263
11 C 2.46098 -0.81100 -1.61077
12 H -1.69243 -1.94631 2.29900
13 H -2.97323 -2.03275 1.12460
14 H -1.44465 -2.78058 0.74188
15 H -1.67263 1.91965 1.93272
16 H -0.08336 1.82640 1.45206
17 H -0.61190 0.89351 2.90845
18 H -3.33184 -0.23330 -0.75224
19 H -3.61286 1.10000 0.44911
20 H -2.43964 1.26764 -0.99566
21 H -1.72447 -1.46367 -1.65990
22 H 1.15747 -0.12162 1.84371
23 H 2.80861 0.61416 1.48295
24 H 2.46206 -1.06107 1.14145
25 H 2.84038 1.96988 -1.41340
26 H 1.84065 2.62308 -0.11964
27 H 1.12102 2.32102 -1.73204
28 H 2.17242 -0.88793 -2.68910
29 H 2.20966 -1.85746 -1.33448
30 H 3.53041 -0.56329 -1.39049